[1]
# C3H2O3

An isolated molecule of C3H2O3 (wB97M-V/def2-TZVPD, the Open Molecules 2025 dataset).

Geometry (Å):
O1 -1.92 -0.06 0.99
C1 -0.89 0.53 0.81
C2 -0.10 0.33 -0.49
O2 -0.31 0.98 -1.48
C3 0.97 -0.76 -0.47
O3 1.24 -1.34 0.55
H1 -0.48 1.25 1.54
H2 1.48 -0.93 -1.44

- HOMO level: -10.0494 eV
- SMILES: O=CC(=O)C=O
- Relative energy (zero: lowest compared OMol25 entry of this formula, charge and spin): 152.7 kJ/mol
- Orbital gap: 8.85 eV
- Multiplicity: 1

[2]
# C5H15N3

An isolated molecule of C5H15N3 (wB97M-V/def2-TZVPD, the Open Molecules 2025 dataset).

Geometry (Å):
C1 -1.87 -0.78 -0.97
C2 -1.57 -1.38 1.36
N1 -1.08 -0.63 0.23
C3 0.66 -0.88 -0.08
N2 1.10 -1.44 -1.14
H1 0.80 -0.98 -2.00
H2 0.99 -1.27 0.89
H3 -2.95 -0.79 -0.77
H4 -1.62 -1.71 -1.51
H5 -1.05 -1.07 2.27
H6 -2.65 -1.22 1.54
H7 -1.43 -2.46 1.22
H8 -1.69 0.06 -1.64
C4 1.66 1.36 1.21
C5 1.09 1.63 -1.14
N3 0.82 0.91 0.10
H9 -0.28 0.79 0.33
H10 0.98 2.70 -0.99
H11 2.71 1.17 1.00
H12 1.52 2.43 1.38
H13 1.37 0.83 2.12
H14 0.39 1.32 -1.91
H15 2.10 1.41 -1.50

- HOMO level: -7.5619 eV
- Relative energy (zero: lowest compared OMol25 entry of this formula, charge and spin): 372.4 kJ/mol
- Orbital gap: 8.37 eV
- Multiplicity: 1

[3]
# C3H11NO2

A 2-piece molecular cluster, C3H11NO2 overall (wB97M-V/def2-TZVPD, the Open Molecules 2025 dataset).

Geometry (Å):
C1 1.97 0.14 2.26
C2 1.17 -0.76 1.31
N1 1.02 0.03 0.03
C3 0.47 -0.84 -1.07
O1 -0.84 -0.47 -1.34
H1 2.15 -0.42 3.18
H2 2.96 0.44 1.92
H3 1.35 0.95 2.62
H4 0.19 -0.97 1.73
H5 1.70 -1.72 1.26
H6 2.01 -0.05 -0.23
H7 1.15 -0.70 -1.92
H8 0.52 -1.89 -0.76
H9 -0.98 0.43 -1.06
O2 -3.13 1.56 -1.08
H10 -3.76 1.10 -1.62
H11 -3.68 2.14 -0.54

- HOMO level: -9.9017 eV
- SMILES: CCNCO.O
- Relative energy (zero: lowest compared OMol25 entry of this formula, charge and spin): 84.6 kJ/mol
- Orbital gap: 10.75 eV
- Multiplicity: 1

[4]
# C19H24MnN7OSSe

C19H24MnN7OSSe as an isolated structure (wB97M-V/def2-TZVPD, the Open Molecules 2025 dataset).

Geometry (Å):
Mn1 -1.59 -0.03 -0.69
C1 -3.25 -2.47 -3.81
C2 -2.78 -1.83 -2.55
N1 -1.87 -0.93 -2.46
N2 -1.20 -0.48 -3.57
C3 -0.59 0.73 -3.49
N3 0.03 1.16 -4.56
S1 -0.65 1.65 -2.06
C4 -3.37 -2.21 -1.23
C5 -4.27 -3.23 -1.08
C6 -4.76 -3.51 0.20
C7 -4.33 -2.75 1.26
C8 -3.41 -1.73 1.03
N4 -2.95 -1.48 -0.18
H1 -2.91 -1.97 -4.71
H2 -4.34 -2.46 -3.83
H3 -2.93 -3.51 -3.85
H4 -1.23 -1.02 -4.42
H5 0.06 0.66 -5.43
H6 0.50 2.06 -4.53
H7 -4.59 -3.82 -1.93
H8 -5.48 -4.31 0.35
H9 -4.69 -2.93 2.27
H10 -3.05 -1.10 1.83
C9 1.41 3.27 2.36
C10 2.14 2.03 2.86
N5 3.36 1.71 2.11
C11 4.52 2.61 2.26
C12 4.76 3.51 1.05
C13 3.55 0.61 1.36
O1 4.61 0.31 0.83
C14 2.40 -0.33 1.11
C15 2.57 -1.68 1.40
C16 1.56 -2.57 1.08
C17 0.44 -2.10 0.45
N6 0.28 -0.80 0.12
C18 1.25 0.06 0.47
H11 0.52 3.45 2.96
H12 1.11 3.15 1.31
H13 2.05 4.15 2.43
H14 1.47 1.17 2.84
H15 2.42 2.16 3.91
H16 5.40 2.00 2.43
H17 4.34 3.21 3.15
H18 4.96 2.90 0.17
H19 5.62 4.15 1.23
H20 3.90 4.15 0.85
H21 3.49 -2.01 1.87
H22 1.65 -3.63 1.31
H23 -0.37 -2.77 0.17
H24 1.10 1.10 0.21
Se1 -2.69 2.83 2.87
C19 -2.24 1.81 1.58
N7 -1.92 1.05 0.70

- HOMO level (alpha / beta): -13.6344 / -13.6332 eV
- Relative energy (zero: lowest compared OMol25 entry of this formula, charge and spin): 0.0 kJ/mol
- Orbital gap (alpha / beta): 6.15 / 5.89 eV
- Multiplicity: 5
- Net charge: +2

[5]
# C3H7N2O

A 2-piece molecular cluster, C3H7N2O overall (wB97M-V/def2-TZVPD, the Open Molecules 2025 dataset).

Geometry (Å):
C1 -0.58 -0.56 0.11
C2 -1.20 0.64 0.40
N1 -0.34 1.40 1.13
C3 0.78 0.72 1.37
N2 0.55 -0.51 0.92
H1 -0.79 -1.40 -0.51
H2 -2.23 0.90 0.27
H3 -0.60 2.33 1.46
H4 1.66 1.07 1.88
H5 1.29 -1.19 1.05
H6 0.97 -0.69 -3.11
H7 0.18 -1.83 -2.49
O1 0.30 -0.88 -2.47

- HOMO level: -14.3702 eV
- Relative energy (zero: lowest compared OMol25 entry of this formula, charge and spin): 56.6 kJ/mol
- Orbital gap: 11.05 eV
- Multiplicity: 1
- Net charge: +1

[6]
# C5H8O

An isolated molecule of C5H8O (wB97M-V/def2-TZVPD, the Open Molecules 2025 dataset).

Geometry (Å):
C1 1.58 0.47 0.46
C2 0.34 0.38 -0.41
C3 -0.29 -1.01 -0.76
C4 -1.56 -0.57 -0.02
O1 -1.16 -0.31 1.32
C5 -0.94 0.72 0.35
H1 1.30 0.20 1.48
H2 1.99 1.49 0.51
H3 2.39 -0.18 0.13
H4 0.42 0.99 -1.32
H5 0.20 -1.88 -0.33
H6 -0.43 -1.16 -1.84
H7 -2.59 -0.87 -0.19
H8 -1.25 1.72 0.63

- HOMO level: -9.7446 eV
- SMILES: C[C@H]1C[C@H]2O[C@@H]12
- Relative energy (zero: lowest compared OMol25 entry of this formula, charge and spin): 213.2 kJ/mol
- Orbital gap: 10.94 eV
- Multiplicity: 1

[7]
# C6H10N

An isolated ion of composition C6H10N and charge +1 (wB97M-V/def2-TZVPD, the Open Molecules 2025 dataset).

Geometry (Å):
C1 -3.29 -0.75 -0.21
C2 -2.21 -0.20 0.08
C3 -1.21 0.81 -0.15
C4 0.27 0.70 -0.14
C5 1.38 1.60 -0.17
N1 0.60 -0.57 -0.22
C6 1.81 -1.12 0.33
H1 -3.88 -1.09 0.62
H2 -3.28 -1.69 -0.87
H3 -1.72 1.74 -0.10
H4 1.88 1.72 0.77
H5 1.24 2.65 -0.47
H6 2.19 1.15 -0.76
H7 -0.25 -1.13 0.01
H8 1.87 -2.17 0.34
H9 2.64 -0.91 -0.30
H10 1.96 -0.74 1.24

- HOMO level: -13.8111 eV
- SMILES: C=C=C/C(C)=[NH+]/C
- Relative energy (zero: lowest compared OMol25 entry of this formula, charge and spin): 278.8 kJ/mol
- Orbital gap: 8.55 eV
- Multiplicity: 1
- Net charge: +1

[8]
# C8H7N3O2

A 3-piece molecular cluster, C8H7N3O2 overall (wB97M-V/def2-TZVPD, the Open Molecules 2025 dataset).

Geometry (Å):
C1 1.41 2.16 -0.22
C2 2.34 1.27 -0.73
C3 0.31 1.67 0.50
C4 2.15 -0.13 -0.50
C5 0.07 0.31 0.56
C6 1.01 -0.66 0.13
C7 -3.21 -1.80 -0.32
C8 -3.76 0.96 -0.24
N1 -2.11 -2.04 0.07
N2 1.40 -2.95 0.40
N3 0.67 -1.97 0.26
O1 -3.19 1.04 0.75
O2 -4.41 0.86 -1.19
H1 1.42 3.17 -0.24
H2 3.15 1.55 -1.21
H3 -0.41 2.45 0.87
H4 2.80 -0.92 -0.78
H5 -0.85 -0.13 1.15
H6 -1.14 -2.16 0.36
H7 2.36 -2.67 0.37

- HOMO level: -9.8868 eV
- Relative energy (zero: lowest compared OMol25 entry of this formula, charge and spin): 150.1 kJ/mol
- Orbital gap: 9.13 eV
- Multiplicity: 1

[9]
# H16O8

A 8-piece molecular cluster, H16O8 overall (wB97M-V/def2-TZVPD, the Open Molecules 2025 dataset).

Geometry (Å):
O1 -1.10 0.71 0.02
H1 -0.28 1.19 0.20
H2 -0.94 -0.17 0.39
O2 1.34 -1.98 2.48
H3 0.52 -1.62 2.14
H4 1.07 -2.50 3.24
O3 -2.43 3.06 1.86
H5 -2.52 2.10 1.84
H6 -1.59 3.21 2.31
O4 -0.04 0.13 -1.73
H7 0.60 -0.04 -1.03
H8 -0.77 -0.47 -1.52
O5 1.96 3.23 -1.69
H9 1.55 3.23 -0.82
H10 1.22 3.14 -2.30
O6 0.34 -2.41 -1.68
H11 1.26 -2.22 -1.48
H12 -0.14 -2.13 -0.88
O7 -3.90 -1.62 -0.74
H13 -4.43 -1.87 0.02
H14 -4.49 -1.73 -1.49
O8 4.60 -0.34 0.49
H15 3.76 -0.64 0.85
H16 4.43 -0.24 -0.45

- HOMO level: -9.7214 eV
- SMILES: O.O.O.O.O.O.O.O
- Relative energy (zero: lowest compared OMol25 entry of this formula, charge and spin): 454.6 kJ/mol
- Orbital gap: 9.10 eV
- Multiplicity: 1

[10]
# C36H32BF4NO7P

A 3-piece molecular cluster, C36H32BF4NO7P overall (wB97M-V/def2-TZVPD, the Open Molecules 2025 dataset).

Geometry (Å):
C1 4.73 -3.69 3.08
C2 3.36 -3.85 2.40
C3 3.22 -2.94 1.18
F1 4.44 -3.04 0.48
C4 2.08 -3.16 0.16
P1 1.96 -4.66 -0.94
N1 3.54 -4.83 -1.59
O1 2.09 -5.96 0.15
O2 2.27 -2.21 -0.87
B1 1.64 -0.91 -0.43
O3 0.75 -1.35 0.72
C5 0.66 -2.74 0.64
C6 0.03 -3.29 1.92
C7 -0.81 -4.57 1.80
C8 -2.05 -4.45 0.94
F2 -2.72 -3.29 1.15
F3 -1.83 -4.52 -0.39
F4 -2.93 -5.45 1.22
H1 5.52 -4.14 2.48
H2 4.96 -2.63 3.23
H3 4.73 -4.17 4.06
H4 3.22 -4.90 2.15
H5 2.61 -3.55 3.13
H6 3.16 -1.91 1.52
H7 3.46 -5.01 -2.58
H8 4.03 -5.59 -1.15
H9 1.82 -5.69 1.03
H10 1.02 -0.37 -1.34
H11 2.49 -0.11 0.01
H12 0.02 -3.02 -0.22
H13 0.78 -3.46 2.69
H14 -0.62 -2.50 2.30
H15 -0.26 -5.44 1.43
H16 -1.19 -4.83 2.79
C9 -2.24 1.00 1.36
C10 -1.78 0.16 2.37
C11 -1.04 0.68 3.41
C12 -0.74 2.03 3.45
C13 -1.20 2.88 2.43
C14 -1.95 2.35 1.39
C15 -0.88 4.33 2.43
O4 -1.30 5.07 1.57
C16 -0.03 4.85 3.55
C17 0.32 6.20 3.55
C18 1.10 6.70 4.57
C19 1.53 5.87 5.60
C20 1.18 4.53 5.60
C21 0.40 4.02 4.57
C22 0.05 2.56 4.59
O5 0.40 1.86 5.51
H17 -2.81 0.59 0.53
H18 -1.99 -0.90 2.32
H19 -0.66 0.03 4.19
H20 -2.29 3.01 0.60
H21 -0.03 6.83 2.74
H22 1.38 7.75 4.57
H23 2.13 6.27 6.40
H24 1.50 3.87 6.40
C23 -4.56 -0.47 -3.20
C24 -3.39 -1.03 -2.69
C25 -2.15 -0.53 -3.07
C26 -2.09 0.54 -3.96
C27 -3.26 1.10 -4.46
C28 -4.49 0.59 -4.08
C29 -3.20 2.25 -5.41
O6 -4.22 2.76 -5.85
C30 -1.86 2.77 -5.80
C31 -1.77 3.82 -6.70
C32 -0.54 4.33 -7.07
C33 0.63 3.78 -6.53
C34 0.55 2.72 -5.64
C35 -0.69 2.21 -5.27
C36 -0.74 1.06 -4.32
O7 0.25 0.57 -3.86
H25 -5.52 -0.87 -2.90
H26 -3.44 -1.87 -2.00
H27 -1.23 -0.94 -2.67
H28 -5.39 1.05 -4.48
H29 -2.69 4.24 -7.10
H30 -0.48 5.15 -7.77
H31 1.59 4.18 -6.82
H32 1.44 2.28 -5.21

- HOMO level: -4.3558 eV
- Orbital gap: 5.40 eV
- Multiplicity: 1
- Net charge: -1

[11]
# C27H37BrN3O8RuSe2SiTe2

C27H37BrN3O8RuSe2SiTe2 as an isolated structure (wB97M-V/def2-TZVPD, the Open Molecules 2025 dataset).

Geometry (Å):
Ru1 0.83 0.09 -0.48
Se1 -0.72 -1.32 0.80
Te1 0.30 -2.71 2.75
Te2 -1.59 -5.01 0.11
Se2 -0.84 -3.02 -1.02
O1 0.69 2.64 -2.37
C1 1.33 1.60 -2.53
O2 2.29 1.16 -1.80
C2 0.94 0.70 -3.68
C3 1.52 0.73 -4.91
C4 1.05 -0.12 -5.93
C5 0.01 -0.99 -5.71
C6 -0.57 -1.01 -4.45
C7 -0.12 -0.22 -3.37
O3 -0.58 -0.32 -2.17
N1 -1.71 -1.92 -4.26
O4 -2.67 -1.51 -3.65
O5 -1.61 -3.05 -4.74
N2 1.65 -0.07 -7.24
O6 1.23 -0.82 -8.11
O7 2.56 0.72 -7.43
H1 2.34 1.40 -5.12
H2 -0.35 -1.65 -6.48
C8 4.24 3.33 2.13
C9 3.41 4.25 1.23
C10 4.03 5.66 1.30
C11 3.58 3.72 -0.20
Si1 1.58 4.27 1.78
Br1 0.61 2.31 1.28
C12 1.37 4.34 3.70
C13 -0.09 4.60 4.09
C14 1.75 3.01 4.37
C15 2.23 5.45 4.32
C16 0.51 5.59 0.87
C17 0.91 5.64 -0.62
C18 -0.99 5.25 0.89
C19 0.70 6.99 1.47
H3 5.26 3.28 1.73
H4 3.86 2.31 2.14
H5 4.31 3.68 3.16
H6 5.08 5.59 1.00
H7 3.99 6.10 2.29
H8 3.55 6.35 0.60
H9 4.65 3.66 -0.41
H10 3.13 4.37 -0.96
H11 3.16 2.73 -0.35
H12 -0.76 3.85 3.65
H13 -0.45 5.59 3.80
H14 -0.18 4.52 5.18
H15 1.06 2.21 4.07
H16 1.67 3.13 5.45
H17 2.76 2.68 4.15
H18 2.05 6.43 3.88
H19 3.30 5.24 4.24
H20 2.00 5.53 5.39
H21 0.88 4.66 -1.10
H22 1.90 6.07 -0.77
H23 0.19 6.29 -1.14
H24 -1.19 4.33 0.35
H25 -1.53 6.06 0.39
H26 -1.40 5.14 1.89
H27 1.75 7.30 1.49
H28 0.31 7.06 2.49
H29 0.16 7.71 0.86
N3 6.84 -3.26 2.15
C20 5.89 -2.74 1.76
C21 4.72 -2.09 1.26
C22 4.18 -1.00 1.95
C23 3.05 -0.37 1.46
C24 2.42 -0.79 0.28
C25 2.98 -1.88 -0.39
C26 4.11 -2.53 0.08
H30 4.64 -0.67 2.87
H31 2.63 0.44 2.04
H32 2.52 -2.24 -1.30
H33 4.52 -3.38 -0.44
C27 -1.80 0.94 4.41
O8 -0.78 0.47 3.56
H34 -1.40 1.40 5.33
H35 -2.50 0.15 4.70
H36 -2.35 1.70 3.87
H37 -0.40 -0.37 3.89

- HOMO level (alpha / beta): -2.0203 / -1.9912 eV
- Relative energy (zero: lowest compared OMol25 entry of this formula, charge and spin): 308.9 kJ/mol
- Orbital gap (alpha / beta): 5.68 / 5.00 eV
- Multiplicity: 2
- Net charge: -2

[12]
# C31H70N7O8

A 12-piece molecular cluster, C31H70N7O8 overall (wB97M-V/def2-TZVPD, the Open Molecules 2025 dataset).

Geometry (Å):
N1 -12.06 11.49 31.16
H1 -11.14 11.82 30.79
H2 -12.86 12.12 30.82
H3 -12.00 11.42 32.17
H4 -12.26 10.55 30.84
C1 -17.89 9.52 35.18
N2 -17.11 10.41 34.23
C2 -18.07 11.52 33.91
C3 -15.91 10.93 34.95
C4 -16.77 9.57 33.04
C5 -15.88 10.22 32.00
O1 -16.45 11.42 31.59
H5 -18.18 10.15 36.01
H6 -17.28 8.65 35.41
H7 -18.79 9.17 34.67
H8 -18.91 11.10 33.37
H9 -17.57 12.26 33.29
H10 -18.35 12.04 34.83
H11 -16.24 11.39 35.88
H12 -15.48 11.67 34.28
H13 -15.29 10.08 35.20
H14 -17.70 9.17 32.64
H15 -16.25 8.69 33.44
H16 -15.67 9.55 31.16
H17 -14.91 10.41 32.48
H18 -15.78 11.97 31.10
C6 -13.52 14.33 28.80
C7 -14.51 13.83 29.87
O2 -14.37 12.51 30.27
H19 -13.71 15.36 28.52
H20 -13.71 13.75 27.89
H21 -12.50 14.17 29.15
H22 -15.46 14.09 29.38
H23 -14.39 14.51 30.74
C8 -8.91 11.64 29.18
O3 -9.49 11.99 30.22
N3 -9.49 11.55 27.98
C9 -8.73 11.19 26.79
C10 -10.92 11.72 27.85
H24 -7.83 11.50 29.17
H25 -8.72 12.03 26.09
H26 -9.19 10.33 26.30
H27 -7.71 10.94 27.08
H28 -11.49 11.40 28.70
H29 -11.12 12.74 27.53
H30 -11.27 11.09 27.02
C11 -14.55 20.56 27.72
O4 -14.23 21.59 28.27
N4 -14.78 19.39 28.36
C12 -15.00 18.16 27.66
C13 -14.59 19.24 29.79
H31 -14.69 20.50 26.63
H32 -15.14 18.30 26.59
H33 -15.93 17.69 28.00
H34 -14.16 17.48 27.81
H35 -15.52 18.88 30.24
H36 -13.84 18.47 30.01
H37 -14.33 20.17 30.28
C14 -16.44 15.50 26.27
C15 -16.31 14.77 24.94
O5 -16.81 15.21 23.94
C16 -15.50 13.50 24.95
H38 -15.64 16.25 26.28
H39 -16.30 14.79 27.08
H40 -17.38 16.05 26.22
H41 -15.53 12.95 24.02
H42 -15.81 12.89 25.80
H43 -14.44 13.71 25.15
C17 -17.82 12.83 28.42
C18 -18.60 11.60 28.01
O6 -19.35 11.61 27.07
C19 -18.38 10.36 28.85
H44 -18.44 13.30 29.18
H45 -17.90 13.51 27.57
H46 -16.78 12.64 28.67
H47 -19.26 10.05 29.42
H48 -17.55 10.57 29.52
H49 -18.16 9.53 28.18
C20 -10.92 15.28 31.39
C21 -9.48 15.36 31.87
O7 -8.73 16.17 31.41
C22 -9.01 14.40 32.95
H50 -10.89 15.22 30.30
H51 -11.39 16.18 31.78
H52 -11.42 14.37 31.73
H53 -8.66 13.45 32.55
H54 -9.84 14.23 33.65
H55 -8.17 14.84 33.48
C23 -17.19 14.63 32.13
C24 -17.75 15.91 31.56
O8 -18.39 16.69 32.21
C25 -17.51 16.16 30.08
H56 -17.48 14.48 33.17
H57 -16.11 14.84 32.19
H58 -17.36 13.74 31.53
H59 -17.68 15.23 29.52
H60 -16.48 16.48 29.94
H61 -18.23 16.87 29.69
C26 -13.50 14.45 33.55
C27 -13.95 15.83 33.43
N5 -14.33 16.91 33.30
H62 -13.77 13.88 32.66
H63 -13.95 13.98 34.43
H64 -12.43 14.43 33.72
C28 -11.03 14.93 25.84
C29 -10.46 15.57 27.02
N6 -9.99 16.04 27.96
H65 -10.70 13.89 25.90
H66 -10.66 15.41 24.94
H67 -12.11 14.97 25.79
C30 -14.89 9.79 28.13
C31 -14.34 10.47 26.96
N7 -13.91 11.01 26.04
H68 -15.66 9.07 27.90
H69 -15.20 10.56 28.85
H70 -14.03 9.29 28.59

- HOMO level: -10.5088 eV
- Orbital gap: 7.37 eV
- Multiplicity: 1
- Net charge: +1

[13]
# C4H9NO2

An isolated molecule of C4H9NO2 (wB97M-V/def2-TZVPD, the Open Molecules 2025 dataset).

Geometry (Å):
C1 -0.92 1.73 0.09
C2 -0.66 0.23 -0.21
O1 -1.45 -0.69 0.58
C3 0.79 -0.19 -0.15
N1 1.30 -0.65 1.16
C4 1.14 -1.34 -1.11
O2 1.11 -1.19 -2.30
H1 -1.91 2.09 -0.19
H2 -0.25 2.41 -0.45
H3 -0.73 1.90 1.16
H4 -1.03 0.01 -1.25
H5 -2.19 -0.16 0.89
H6 1.45 0.60 -0.47
H7 1.48 -1.65 1.17
H8 0.45 -0.72 1.72
H9 1.42 -2.36 -0.65

- HOMO level: -9.6351 eV
- SMILES: C[C@H](O)[C@@H](N)C=O
- Relative energy (zero: lowest compared OMol25 entry of this formula, charge and spin): 210.9 kJ/mol
- Orbital gap: 10.39 eV
- Multiplicity: 1

Number 1: total energy -9283.94345 eV, strongest force on any atom 0.60 eV Å⁻¹. Number 2: total energy -9895.29118 eV, strongest force on any atom 1.68 eV Å⁻¹. Number 3: total energy -8873.61307 eV, strongest force on any atom 3.11 eV Å⁻¹. Number 4: total energy -140059.62050 eV, strongest force on any atom 1.03 eV Å⁻¹. Number 5: total energy -8245.55273 eV, strongest force on any atom 2.28 eV Å⁻¹. Number 6: total energy -7360.04580 eV, strongest force on any atom 0.57 eV Å⁻¹. Number 7: total energy -7863.45851 eV, strongest force on any atom 8.51 eV Å⁻¹. Number 8: total energy -16971.79638 eV, strongest force on any atom 5.37 eV Å⁻¹. Number 9: total energy -16637.29851 eV, strongest force on any atom 4.05 eV Å⁻¹. Number 10: total energy -74514.03159 eV, strongest force on any atom 0.62 eV Å⁻¹. Number 11: total energy -275229.57765 eV, strongest force on any atom 0.81 eV Å⁻¹. Number 12: total energy -60084.03449 eV, strongest force on any atom 1.63 eV Å⁻¹. Number 13: total energy -9877.87462 eV, strongest force on any atom 2.78 eV Å⁻¹.